Formula: C10H20B2F3HfO3
Source: the Open Molecules 2025 dataset
Level of theory: ωB97M-V with the def2-TZVPD basis set

Each line ends with the Löwdin charge.
Positions of all 39 atoms, in Å:
C -4.003 -2.062 -0.643  -0.160
O -4.000 -0.796 -0.189  -0.220
C -3.149 -0.485 0.930  -0.125
C -2.236 0.591 0.374  -0.119
C -1.712 0.168 -1.008  -0.299
C -0.353 0.712 -1.439  -0.141
B 0.950 0.282 -0.479  -0.482
C 2.078 1.503 -0.649  0.041
C 1.811 2.583 0.564  -0.016
C 2.777 2.355 1.534  -0.125
F 4.016 2.631 1.329  0.268
C 2.454 1.799 2.857  -0.135
F 2.620 2.476 3.887  0.416
F 1.961 0.673 2.998  0.405
C 1.782 -1.051 -1.021  0.019
B 2.403 -1.926 0.148  -0.678
O 3.545 -2.665 -0.085  0.177
O 1.851 -1.930 1.388  0.168
H -4.282 -1.925 -1.749  -0.064
H -4.798 -2.708 -0.281  0.147
H -3.031 -2.565 -0.617  0.118
H -2.595 -1.357 1.261  0.143
H -3.775 -0.158 1.744  0.147
H -2.817 1.501 0.329  0.139
H -1.433 0.724 1.083  0.109
H -1.696 -0.934 -1.121  0.082
H -2.449 0.555 -1.755  0.000
H -0.127 0.255 -2.400  0.085
H -0.408 1.776 -1.640  0.112
H 0.568 0.155 0.671  0.093
H 3.085 1.117 -0.571  0.111
H 2.007 2.023 -1.595  0.120
H 0.795 2.582 0.924  0.141
H 2.024 3.574 0.150  0.195
H 1.135 -1.663 -1.647  0.104
H 2.626 -0.759 -1.635  0.101
H 3.336 -3.524 -0.458  0.124
H 2.314 -2.589 1.919  0.128
Hf -3.273 -0.941 -3.107  1.870

The value obtained for the frontier orbital gap is 0.1681 hartree. Its charge is +3. The multiplicity is 1. The calculation puts the lowest unoccupied orbital energy at -13.101 eV.

=====

Formula: C10H20Br3O2P
Source: the Open Molecules 2025 dataset
Level of theory: ωB97M-V with the def2-TZVPD basis set

Each line ends with the Löwdin charge.
Positions of all 36 atoms, in Å:
C 6.068 -1.809 0.799  0.019
C 5.781 -1.330 -0.448  -0.052
C 4.821 -0.199 -0.731  -0.531
O 5.181 0.937 -0.772  0.121
O 3.588 -0.628 -0.961  0.021
C 2.572 0.375 -0.781  -0.155
C 1.382 -0.303 -0.073  -0.186
C 0.095 0.520 -0.284  -0.219
C -0.924 0.197 0.834  -0.219
C -2.395 0.297 0.347  -0.305
C -3.113 -1.059 0.306  -0.442
P -2.412 -2.289 -0.958  0.657
H 6.628 -1.275 1.566  0.064
H 5.792 -2.834 1.055  0.058
H 6.299 -1.744 -1.319  0.114
H 2.196 0.715 -1.748  0.132
H 2.883 1.202 -0.149  0.129
H 1.278 -1.353 -0.352  0.109
H 1.589 -0.287 1.004  0.117
H 0.408 1.569 -0.241  0.113
H -0.314 0.322 -1.279  0.106
H -0.717 -0.829 1.147  0.084
H -0.730 0.864 1.675  0.110
H -2.458 0.814 -0.614  0.084
H -2.934 0.930 1.070  0.058
H -3.158 -1.540 1.293  0.073
H -4.156 -0.855 0.020  0.057
H -2.964 -1.484 -2.018  -0.019
H -3.170 -3.373 -0.405  -0.027
H -1.077 -2.138 -0.467  -0.030
H -1.916 -3.220 -1.972  -0.108
C -4.896 4.035 0.823  -1.630
Br -4.846 4.748 2.613  0.570
Br -3.153 4.062 0.000  0.579
Br -5.693 2.276 0.779  0.581
H -5.534 4.684 0.240  -0.033

The value obtained for the frontier orbital gap is 0.2937 hartree. Its charge is 0. The multiplicity is 1. The calculation puts the lowest unoccupied orbital energy at -0.160 eV.

=====

What is the frontier orbital gap in the second record?
0.2937 hartree

=====

What did the second record say?
Formula: C10H20Br3O2P
Source: the Open Molecules 2025 dataset
Level of theory: ωB97M-V with the def2-TZVPD basis set

Each line ends with the Löwdin charge.
Positions of all 36 atoms, in Å:
C 6.068 -1.809 0.799  0.019
C 5.781 -1.330 -0.448  -0.052
C 4.821 -0.199 -0.731  -0.531
O 5.181 0.937 -0.772  0.121
O 3.588 -0.628 -0.961  0.021
C 2.572 0.375 -0.781  -0.155
C 1.382 -0.303 -0.073  -0.186
C 0.095 0.520 -0.284  -0.219
C -0.924 0.197 0.834  -0.219
C -2.395 0.297 0.347  -0.305
C -3.113 -1.059 0.306  -0.442
P -2.412 -2.289 -0.958  0.657
H 6.628 -1.275 1.566  0.064
H 5.792 -2.834 1.055  0.058
H 6.299 -1.744 -1.319  0.114
H 2.196 0.715 -1.748  0.132
H 2.883 1.202 -0.149  0.129
H 1.278 -1.353 -0.352  0.109
H 1.589 -0.287 1.004  0.117
H 0.408 1.569 -0.241  0.113
H -0.314 0.322 -1.279  0.106
H -0.717 -0.829 1.147  0.084
H -0.730 0.864 1.675  0.110
H -2.458 0.814 -0.614  0.084
H -2.934 0.930 1.070  0.058
H -3.158 -1.540 1.293  0.073
H -4.156 -0.855 0.020  0.057
H -2.964 -1.484 -2.018  -0.019
H -3.170 -3.373 -0.405  -0.027
H -1.077 -2.138 -0.467  -0.030
H -1.916 -3.220 -1.972  -0.108
C -4.896 4.035 0.823  -1.630
Br -4.846 4.748 2.613  0.570
Br -3.153 4.062 0.000  0.579
Br -5.693 2.276 0.779  0.581
H -5.534 4.684 0.240  -0.033

The value obtained for the frontier orbital gap is 0.2937 hartree. Its charge is 0. The multiplicity is 1. The calculation puts the lowest unoccupied orbital energy at -0.160 eV.

=====

The lowest frontier orbital gap belongs to which entry?
C10H20B2F3HfO3

=====

Which formula does entry 1 have?
C10H20B2F3HfO3